Entry 1:
13
Properties=species:S:1:pos:R:3 method="wB97M-V/def2-TZVPD" total_charge=+1 multiplicity=4
O 0.92643 -1.82969 0.83212
C 1.63107 -0.90283 0.30280
C 0.84722 0.14842 -0.48815
O -0.52828 0.08529 -0.14278
C -1.38039 0.93179 -0.90237
Nd -1.17864 -1.64510 1.59127
H 0.97947 -0.05513 -1.56186
H 1.22586 1.16092 -0.27997
H -2.04611 1.44010 -0.19664
H -0.77834 1.66485 -1.45715
H -1.98133 0.32854 -1.59735
O 2.79265 -0.64123 0.61916
H -0.50960 -0.68594 3.28092


Entry 2:
13
Properties=species:S:1:pos:R:3 method="wB97M-V/def2-TZVPD" smiles="[H]/N=C(/N)CC(=S)S" total_charge=0
H 1.83017 0.83111 1.31411
N 1.93494 0.68143 0.30577
C 1.06308 -0.14439 -0.13238
N 1.04558 -0.39438 -1.46680
C -0.10171 -0.68187 0.65523
C -1.31194 0.12861 0.19389
S -2.09872 -0.14886 -1.19133
S -1.63492 1.41077 1.32914
H 0.27292 -0.98700 -1.87063
H 1.91700 -0.17552 -1.97095
H 0.00905 -0.64548 1.74370
H -0.19078 -1.74450 0.40021
H -2.73467 1.87008 0.69004


Entry 3:
92
Properties=species:S:1:pos:R:3 method="wB97M-V/def2-TZVPD" total_charge=-2
C -0.44585 0.02242 -0.33438
O 0.08560 -0.61968 0.57350
O -0.19518 -0.41166 -1.47884
O -1.07283 1.07820 -0.18776
C -1.48732 4.38672 2.09063
O -1.42918 5.45627 2.68275
N -2.44566 3.55138 2.35986
N -0.70350 3.96349 1.10055
H -2.47172 2.62796 1.95157
H -2.95930 3.64593 3.22434
H -0.98554 3.14153 0.58581
H 0.05528 4.57893 0.84443
C -1.60914 2.74288 -3.41118
O -2.08942 3.38140 -4.30936
N -1.14705 1.58383 -3.46807
N -1.27858 3.20508 -2.19910
H -1.38678 0.93191 -4.20131
H -0.80356 1.15121 -2.62253
H -1.63275 4.08459 -1.85107
H -0.79266 2.54849 -1.60506
C -0.05772 -4.07169 -0.34169
O -0.05806 -5.33403 -0.38112
N 0.63214 -3.44323 0.54593
N -0.68315 -3.27179 -1.09636
H 0.50705 -2.44110 0.56032
H 1.25108 -3.92082 1.18541
H -0.63958 -2.26279 -1.08557
H -1.25993 -3.53799 -1.88158
C -1.54795 -2.67895 -4.48375
O -1.98456 -3.38797 -3.59492
N -2.01064 -2.63104 -5.68276
N -0.69082 -1.73357 -4.18715
H -1.56065 -1.92922 -6.25289
H -2.71646 -3.30017 -5.95514
H -0.17035 -1.22886 -4.89034
H -0.53617 -1.54725 -3.20660
C -4.49942 1.50037 -0.64681
O -5.67900 1.67596 -0.37707
N -3.96646 0.34120 -1.09488
N -3.62389 2.46375 -0.53014
H -4.61731 -0.36909 -1.39815
H -2.97437 0.15808 -1.14305
H -2.66120 2.17351 -0.62547
H -3.98905 3.32492 -0.14919
C -3.10859 -1.18791 2.33858
O -4.02629 -1.51983 3.12173
N -2.42248 -0.08589 2.50850
N -2.52370 -1.92641 1.36889
H -1.80314 0.12769 1.73980
H -2.86995 0.73701 2.88625
H -2.83308 -2.87426 1.20772
H -1.64810 -1.61425 0.97396
C 1.12842 -3.07666 3.93249
O 1.64147 -4.02103 3.35486
N 0.27323 -2.23623 3.54187
N 1.35082 -2.76913 5.16594
H -0.17209 -1.68805 4.26388
H 0.17033 -2.05872 2.55293
H 1.29100 -1.85461 5.59040
H 1.92815 -3.46127 5.62173
C 2.45392 2.76969 -2.48336
O 3.13622 3.57955 -3.05164
N 1.83896 2.98434 -1.36110
N 2.35555 1.51922 -2.77181
H 1.35953 2.21048 -0.92361
H 1.99988 3.88456 -0.93238
H 2.84039 1.11355 -3.55951
H 1.83896 0.92790 -2.13653
C 3.06378 -1.25170 -2.09290
O 4.18036 -0.98992 -2.42812
N 1.95140 -1.40459 -2.83902
N 2.83450 -1.23461 -0.87132
H 1.91243 -1.23212 -3.83342
H 1.09131 -1.17516 -2.36182
H 1.84374 -1.16602 -0.68749
H 3.45022 -0.71072 -0.26591
C 1.30474 1.91326 2.75254
O 1.69438 2.67737 3.60163
N 0.10075 1.53398 2.65106
N 2.00312 1.14170 1.96717
H -0.53006 2.00060 3.28702
H -0.14324 0.90192 1.90202
H 3.01251 1.17104 1.94829
H 1.48278 0.45439 1.44091
C 4.52165 -0.99449 1.95177
O 4.76103 -0.51626 0.82314
N 3.35651 -1.33026 2.40280
N 5.36952 -0.82423 2.96691
H 2.47956 -1.30245 1.90250
H 3.24314 -1.27478 3.40488
H 5.09689 -1.26856 3.83197
H 6.05113 -0.19722 2.56394


no.,calculated total energy (eV)
1,-24619.118
2,-27858.473
3,-74615.774